{
  "formula": "C3H9NO2S",
  "method": "wB97M-V/def2-TZVPD",
  "species": ["O", "C", "N", "C", "C", "S", "H", "H", "H", "H", "H", "H", "H", "O", "H", "H"],
  "xyz": [[0.524, -2.283, -1.364], [0.212, -1.874, -0.265], [-0.425, -0.704, -0.041], [-0.616, -0.195, 1.297], [-0.479, 1.311, 1.437], [1.181, 1.915, 0.955], [0.371, -2.447, 0.662], [-0.819, -0.241, -0.853], [0.005, -0.671, 2.065], [-1.636, -0.452, 1.646], [-0.647, 1.519, 2.483], [-1.136, 1.942, 0.837], [1.867, 0.809, 1.211], [-1.419, -0.476, -2.612], [-1.016, -1.276, -2.982], [-0.816, 0.231, -2.855]],
  "atomic_forces_ev_per_a": [[0.05, -0.34, -0.07], [-0.34, 0.31, -0.24], [0.70, -0.23, 0.81], [-1.72, 0.08, 0.20], [0.97, -0.03, -0.06], [-0.16, 0.41, -0.10], [0.33, -0.05, 0.03], [0.00, -0.08, 0.13], [0.40, -0.06, -0.62], [0.14, 0.20, -0.15], [-0.11, 0.31, 0.27], [-0.32, -0.46, -0.01], [0.12, -0.34, 0.14], [-0.19, 0.14, -0.40], [0.07, 0.10, 0.33], [0.06, 0.03, -0.26]],
  "lumo_energy_ev": 0.747,
  "multiplicity": 1,
  "homo_ev": -9.281,
  "de_lowest_kcal_mol": 25.7
}

---

{
  "formula": "C2H3ClN",
  "method": "wB97M-V/def2-TZVPD",
  "species": ["C", "C", "N", "Cl", "H", "H", "H"],
  "xyz": [[0.420, 1.503, 0.073], [-1.092, -0.362, -0.308], [-0.180, 0.579, -0.185], [-2.626, 0.211, 0.148], [0.954, 2.411, -0.089], [-0.905, -1.162, -1.080], [0.079, -1.641, 0.603]],
  "atomic_forces_ev_per_a": [[1.15, 1.24, -0.50], [0.11, -3.96, -0.08], [0.59, 0.46, 0.01], [0.06, -0.76, -0.01], [0.29, 0.43, 0.43], [-0.68, 1.35, 0.61], [-1.52, 1.23, -0.45]],
  "lumo_energy_ev": [-6.155, -7.043],
  "multiplicity": 1,
  "homo_ev": [-14.951, -15.527],
  "total_charge": 1,
  "de_lowest_kcal_mol": 79.5
}

---

{
  "formula": "C17H18BN7NiO3S",
  "method": "wB97M-V/def2-TZVPD",
  "species": ["H", "N", "B", "N", "C", "Ni", "H", "C", "H", "C", "H", "C", "H", "H", "H", "N", "N", "N", "N", "C", "C", "H", "H", "C", "C", "C", "C", "H", "H", "H", "H", "H", "O", "S", "O", "N", "C", "O", "C", "C", "C", "C", "C", "C", "H", "H", "H", "H"],
  "xyz": [[0.932, 2.977, 0.320], [0.488, 1.598, -1.224], [0.154, 0.358, -3.422], [0.526, 1.645, -2.615], [0.907, 2.880, -2.989], [0.006, -0.002, -0.376], [0.996, 3.116, -4.038], [1.130, 3.640, -1.838], [1.439, 4.667, -1.796], [0.871, 2.798, -0.745], [0.237, 0.508, -4.607], [-0.943, -1.666, 0.990], [-0.643, -1.768, 2.030], [-0.090, -1.906, 0.357], [-1.784, -2.313, 0.735], [-1.301, -0.023, -2.967], [1.121, -0.750, -2.884], [-1.551, -0.147, -1.599], [1.171, -0.976, -1.505], [-2.447, -0.246, -3.640], [2.023, -1.554, -3.478], [-2.454, -0.176, -4.710], [2.144, -1.522, -4.551], [-3.452, -0.551, -2.716], [2.666, -2.308, -2.494], [-2.851, -0.497, -1.447], [2.119, -1.908, -1.268], [-4.471, -0.789, -2.916], [3.430, -3.050, -2.645], [-3.266, -0.696, -0.459], [2.346, -2.229, -0.257], [-1.357, -0.644, 0.924], [2.933, 2.428, 5.267], [2.808, 1.041, 4.853], [3.699, 0.077, 5.445], [2.703, 0.914, 3.238], [1.514, 0.536, 2.746], [1.280, 0.333, 1.525], [0.509, 0.375, 3.840], [-0.855, 0.056, 3.821], [-1.526, -0.213, 5.016], [-0.861, -0.095, 6.247], [0.478, 0.311, 6.271], [1.123, 0.533, 5.059], [-1.368, 0.029, 2.871], [-2.571, -0.512, 4.989], [-1.398, -0.306, 7.168], [1.020, 0.425, 7.204]],
  "atomic_forces_ev_per_a": [[0.03, -0.09, -0.14], [0.78, 2.07, -1.18], [-0.01, 0.03, 0.83], [-0.08, 0.37, 1.46], [-0.04, -0.20, 0.88], [0.15, 0.18, 1.70], [0.02, 0.09, 0.11], [-0.03, -0.15, -0.23], [0.07, 0.10, -0.03], [-0.33, -0.69, -1.58], [-0.01, -0.03, 0.12], [-0.68, -0.16, 0.70], [0.03, -0.23, -0.20], [-0.01, -0.09, -0.09], [0.25, -0.12, -0.01], [-0.71, -0.05, 1.56], [0.23, -0.63, 1.56], [-1.05, -0.68, -1.39], [1.39, -1.21, -1.79], [0.19, -0.11, 1.18], [-0.16, 0.05, 0.83], [-0.11, -0.02, -0.15], [0.04, -0.07, 0.11], [0.58, 0.09, 0.12], [-0.06, 0.14, -0.19], [1.20, 0.48, -1.22], [-0.82, 0.77, -1.22], [-0.38, -0.07, -0.19], [0.05, 0.03, -0.04], [0.13, 0.17, -0.42], [-0.06, 0.13, -0.20], [0.15, -0.18, 0.01], [0.03, -0.94, -0.28], [-0.89, 0.58, -0.60], [-0.11, 0.16, -0.27], [0.07, -0.29, -1.23], [1.53, 0.77, 0.70], [-0.71, -0.05, -0.69], [-0.98, -0.29, 0.49], [0.46, 0.07, 0.04], [0.32, 0.23, 0.08], [0.19, 0.09, -0.48], [-0.36, -0.14, -0.27], [-0.38, -0.18, 1.60], [-0.13, -0.06, 0.16], [0.15, 0.11, 0.03], [0.13, 0.03, -0.11], [-0.08, 0.01, -0.06]],
  "lumo_energy_ev": [0.192, -0.703],
  "s_squared": 2.005,
  "multiplicity": 3,
  "homo_ev": [-8.450, -8.445],
  "de_lowest_kcal_mol": 0.0
}

---

{
  "formula": "C24H18N4NiO2Se2",
  "method": "wB97M-V/def2-TZVPD",
  "species": ["Ni", "O", "C", "C", "C", "C", "C", "C", "C", "N", "N", "C", "O", "C", "C", "C", "C", "C", "C", "H", "H", "H", "H", "H", "H", "H", "H", "H", "H", "Se", "Se", "C", "C", "C", "C", "C", "N", "C", "C", "C", "C", "C", "N", "H", "H", "H", "H", "H", "H", "H", "H"],
  "xyz": [[0.465, -0.515, -0.081], [2.278, -0.611, -0.456], [3.065, 0.415, -0.658], [4.454, 0.229, -0.504], [5.349, 1.248, -0.740], [4.912, 2.513, -1.146], [3.561, 2.717, -1.305], [2.625, 1.700, -1.066], [1.222, 2.022, -1.239], [0.277, 1.235, -0.897], [-1.040, 1.656, -1.084], [-1.821, 0.743, -0.576], [-1.422, -0.364, -0.039], [-3.293, 0.969, -0.634], [-3.816, 2.233, -0.885], [-5.189, 2.419, -0.939], [-6.047, 1.343, -0.750], [-5.528, 0.081, -0.499], [-4.155, -0.104, -0.434], [4.789, -0.752, -0.193], [6.408, 1.064, -0.606], [5.618, 3.311, -1.332], [3.192, 3.687, -1.623], [0.950, 2.990, -1.658], [-3.136, 3.059, -1.040], [-5.591, 3.406, -1.129], [-7.119, 1.491, -0.797], [-6.194, -0.759, -0.350], [-3.734, -1.078, -0.224], [1.196, -3.409, 1.752], [-0.668, -2.376, 2.646], [0.063, -0.627, 2.983], [-0.074, -0.123, 4.270], [0.452, 1.128, 4.550], [1.122, 1.809, 3.549], [1.209, 1.226, 2.296], [0.669, 0.042, 2.007], [0.638, -3.558, -0.083], [0.664, -4.818, -0.666], [0.279, -4.942, -1.991], [-0.145, -3.816, -2.676], [-0.145, -2.602, -2.014], [0.257, -2.473, -0.750], [-0.563, -0.712, 5.033], [0.359, 1.550, 5.542], [1.570, 2.777, 3.724], [1.718, 1.724, 1.480], [0.963, -5.678, -0.084], [0.292, -5.910, -2.474], [-0.470, -3.870, -3.705], [-0.466, -1.690, -2.500]],
  "atomic_forces_ev_per_a": [[-0.39, 0.37, -1.55], [-0.10, 0.02, 0.38], [-0.15, -0.14, -0.10], [0.08, 0.01, -0.03], [0.00, -0.02, 0.02], [-0.05, -0.02, -0.01], [0.06, 0.01, -0.01], [-0.15, 0.11, 0.04], [0.10, 0.01, -0.06], [-0.01, -0.16, 0.29], [0.26, -0.20, 0.17], [-0.23, 0.07, -0.04], [0.31, -0.05, 0.09], [0.08, -0.03, 0.01], [0.01, 0.02, -0.04], [0.00, 0.00, 0.00], [0.01, -0.01, 0.00], [0.01, 0.02, 0.00], [0.00, -0.02, 0.04], [0.01, 0.00, 0.00], [0.00, 0.00, 0.00], [0.00, 0.00, 0.00], [0.00, 0.00, 0.00], [0.00, -0.01, -0.02], [-0.01, 0.00, 0.00], [0.00, 0.00, 0.00], [0.00, 0.00, 0.00], [0.00, 0.00, 0.00], [0.00, 0.00, -0.01], [0.00, 0.02, 0.01], [0.00, -0.03, -0.04], [0.09, 0.15, 0.05], [-0.01, 0.00, 0.01], [-0.02, -0.01, 0.03], [0.02, 0.03, -0.05], [-0.05, -0.03, -0.06], [-0.03, -0.20, 0.55], [-0.01, -0.06, -0.05], [-0.01, 0.01, -0.03], [0.00, -0.03, 0.00], [0.00, 0.02, 0.00], [-0.03, 0.06, -0.02], [0.20, 0.08, 0.42], [0.00, 0.00, 0.01], [0.00, 0.00, 0.00], [0.00, 0.00, 0.01], [0.01, 0.02, -0.01], [0.00, 0.01, 0.00], [0.00, 0.00, 0.00], [0.00, 0.01, 0.00], [0.00, 0.00, 0.00]],
  "lumo_energy_ev": -0.365,
  "multiplicity": 1,
  "homo_ev": -7.219
}

---

{
  "formula": "C6H6NO2S2",
  "method": "wB97M-V/def2-TZVPD",
  "species": ["O", "C", "O", "C", "S", "S", "C", "C", "C", "C", "N", "H", "H", "H", "H", "H", "H"],
  "xyz": [[-2.256, -2.130, 0.511], [-2.331, -1.013, 0.964], [-2.641, -0.538, 2.052], [-2.049, 0.093, -0.057], [-2.386, -0.270, -1.876], [-2.811, 1.692, 0.368], [-0.217, 0.418, -0.009], [0.660, 1.275, -0.600], [1.877, 0.617, -0.601], [1.694, -0.584, 0.039], [0.409, -0.739, 0.303], [-3.128, -1.268, -1.630], [-2.994, 1.233, 1.632], [0.424, 2.419, -0.836], [2.934, 0.936, -0.915], [2.472, -1.301, 0.404], [0.231, -1.475, 0.960]],
  "atomic_forces_ev_per_a": [[0.32, -2.77, -0.20], [-0.63, 1.97, -0.74], [-0.13, -0.60, 2.09], [3.86, 3.14, -1.89], [1.63, 1.80, 0.74], [-0.25, -0.12, -0.08], [-5.85, -1.99, 0.05], [-1.52, 3.79, -0.56], [3.88, -0.06, -0.03], [3.32, -0.65, -0.59], [0.62, -0.34, 0.95], [-1.32, -1.87, 0.45], [0.05, 0.18, -0.10], [0.50, -3.01, 0.17], [-1.99, -0.13, 0.43], [-0.94, 0.67, -0.60], [-1.53, -0.02, -0.10]],
  "lumo_energy_ev": 3.280,
  "multiplicity": 1,
  "homo_ev": -4.635,
  "total_charge": -1,
  "de_lowest_kcal_mol": 26.1
}

---

Question: Which formula does entry 1 have?
Answer: C3H9NO2S

---

Question: multiplicity of number 1 (C3H9NO2S)?
Answer: 1

---

Question: Which of these has the highest multiplicity?
Answer: C17H18BN7NiO3S